Entry from the Open Molecules 2025 dataset: a 8-piece molecular cluster, H16O8 overall at a distorted geometry (ωB97M-V/def2-TZVPD).

```
24
Properties=species:S:1:pos:R:3
O -0.2246 0.4535 0.3995
H -0.1435 0.1258 1.3082
H -1.1097 0.2795 0.0945
O 4.4705 0.9502 3.4798
H 3.7527 1.2723 3.0616
H 4.8387 1.7790 3.8687
O 1.8979 -2.2334 1.9632
H 1.6190 -1.6938 1.2782
H 2.1153 -1.6934 2.7583
O -1.5007 1.7887 -4.3751
H -1.0996 1.8008 -3.5019
H -2.4252 1.4148 -4.1604
O -0.3475 -4.4244 -0.7611
H 0.0177 -3.9883 -1.4891
H -0.9010 -3.7150 -0.4085
O 2.0342 1.6304 -1.6132
H 2.6583 2.3235 -1.5553
H 1.8018 1.2137 -0.7229
O -2.8867 2.6817 0.7004
H -1.9569 2.5039 1.1233
H -2.9996 1.8791 0.1676
O -3.6273 -1.4749 -0.7052
H -3.0502 -2.0315 -0.1187
H -2.9336 -0.8422 -0.7919
```

Output
**E_tot**: -611.434310 a.u.
**ΔE to the lowest compared entry with this formula, charge and spin**: 389.4 kJ/mol
**Gap between HOMO and LUMO**: 0.3925 Ha
**Charge**: 0
**Structure (SMILES)**: O.O.O.O.O.O.O.O

Atomic partial charges in e from the natural (NBO) method, atoms 1 to 5: number 1, O, carries -0.948; number 2, H, carries 0.481; number 3, H, carries 0.465; number 4, O, carries -0.918; number 5, H, carries 0.451



Entry from the Open Molecules 2025 dataset: a 8-piece molecular cluster, H16O8 overall at a distorted geometry (ωB97M-V/def2-TZVPD).

```
24
Properties=species:S:1:pos:R:3
O 1.3917 2.0445 1.0052
H 1.3027 1.2665 0.3732
H 1.0677 2.7115 0.4322
O -0.6753 0.1135 0.4092
H -0.6843 0.3835 1.3482
H -0.3693 -0.8185 0.4072
O -1.5653 1.6715 -1.6328
H -2.4173 2.0485 -1.4038
H -1.2243 1.3345 -0.8308
O -0.2233 -2.6675 -0.0318
H 0.6297 -2.9375 -0.3278
H -0.6783 -3.0635 -0.7568
O 1.8727 -0.0055 -0.8488
H 1.5367 -0.3965 -1.6488
H 2.7047 0.3685 -1.1348
O 2.4977 -2.5465 -0.3228
H 2.4717 -2.6475 0.6092
H 2.2467 -1.6105 -0.4018
O -2.8483 -0.7495 -2.2528
H -2.6723 -1.6365 -1.9998
H -2.1303 -0.3035 -1.8528
O -0.9973 2.4855 3.3442
H -0.0963 2.2275 3.2532
H -1.1393 2.7265 4.2652
```

Output
**E_tot**: -611.502264 a.u.
**ΔE to the lowest compared entry with this formula, charge and spin**: 211.0 kJ/mol
**Gap between HOMO and LUMO**: 0.4064 Ha
**Charge**: 0
**Structure (SMILES)**: O.O.O.O.O.O.O.O

Atomic partial charges in e from the natural (NBO) method, atoms 1 to 5: number 1, O, carries -0.978; number 2, H, carries 0.497; number 3, H, carries 0.465; number 4, O, carries -1.002; number 5, H, carries 0.494



Entry from the Open Molecules 2025 dataset: a 8-piece molecular cluster, H16O8 overall at a distorted geometry (ωB97M-V/def2-TZVPD).

```
24
Properties=species:S:1:pos:R:3
O 1.0803 0.4628 -2.5565
H 1.2466 -0.2102 -3.2165
H 0.6192 0.0026 -1.8552
O -1.5510 3.5445 -0.8871
H -2.4218 3.9417 -0.8997
H -1.5901 2.9033 -0.1774
O 2.4438 1.1939 2.0163
H 3.1622 0.6483 1.6964
H 1.8608 0.5830 2.4671
O 0.7386 -3.8219 0.0360
H 0.6849 -2.9173 -0.2722
H 0.6693 -3.7555 0.9884
O -1.5442 -0.2945 -3.2405
H -1.6963 0.2379 -2.4597
H -1.2713 0.3333 -3.9096
O -0.1446 -0.5656 -0.2535
H 0.3920 -0.9064 0.4622
H -0.7421 0.0522 0.1676
O 1.0726 -1.4368 2.1105
H 0.2569 -1.9117 2.2694
H 1.7395 -1.9435 2.5739
O -1.6653 1.3790 1.2671
H -1.1844 1.8035 1.9775
H -2.1557 0.6772 1.6952
```

Output
**E_tot**: -611.112739 a.u.
**ΔE to the lowest compared entry with this formula, charge and spin**: 75.5 kJ/mol
**Gap between HOMO and LUMO (alpha / beta)**: 0.3904 / 0.1307 Ha
**2S+1**: 2
**Charge**: +1

Atomic partial charges in e from the natural (NBO) method, atoms 1 to 5: number 1, O, carries -0.428; number 2, H, carries 0.501; number 3, H, carries 0.522; number 4, O, carries -0.951; number 5, H, carries 0.475



Question: Look up the ΔE to the lowest compared entry with this formula, charge and spin of the third one.
Answer: 75.5 kJ/mol



Question: Look up the charge of the third one.
Answer: +1